Record 1
{
  "formula": "C6H10O",
  "method": "ωB97M-V/def2-TZVPD",
  "relative_energy_kcal_mol": 35.9,
  "charge": 0,
  "orbital_gap_ev": 10.50,
  "homo_energy_ha": -0.34605,
  "total_energy_ev": -8429.6838,
  "symbols": ["C", "C", "C", "C", "O", "C", "C", "H", "H", "H", "H", "H", "H", "H", "H", "H", "H"],
  "coordinates": [[-0.020956, -1.132623, -1.587867], [-0.667711, -0.586268, -0.312911], [-0.062540, -0.950629, 1.075467], [-0.113817, 0.537217, 1.480879], [1.150813, 1.193826, 1.342338], [0.852396, 1.540524, -0.022173], [-0.550382, 0.917613, 0.051549], [0.740492, -0.449087, -1.983558], [-0.764440, -1.295208, -2.378094], [0.473281, -2.093171, -1.392608], [-1.731618, -0.849556, -0.310612], [-0.673618, -1.635936, 1.671690], [0.969970, -1.316936, 1.046100], [-0.641191, 0.827835, 2.394159], [1.556644, 1.082212, -0.729598], [0.868164, 2.627939, -0.164193], [-1.385485, 1.582248, -0.180567]],
  "forces_ev_per_a": [[0.011, 0.000, -0.009], [-0.070, -0.036, -0.107], [0.035, -0.070, 0.054], [-0.245, -0.074, 0.262], [0.136, 0.008, 0.107], [0.089, 0.120, -0.356], [-0.097, 0.118, -0.134], [-0.110, -0.163, 0.091], [0.183, 0.075, 0.136], [-0.140, 0.169, -0.054], [0.156, 0.027, 0.034], [0.127, 0.109, -0.077], [-0.165, 0.058, -0.005], [0.094, -0.099, -0.110], [-0.097, 0.065, 0.121], [-0.028, -0.163, 0.021], [0.120, -0.144, 0.025]]
}



Record 2
{
  "formula": "C6H10O",
  "method": "ωB97M-V/def2-TZVPD",
  "relative_energy_kcal_mol": 141.3,
  "charge": 0,
  "orbital_gap_ev": 8.00,
  "homo_energy_ha": -0.27907,
  "total_energy_ev": -8425.1119,
  "symbols": ["C", "C", "C", "C", "C", "C", "O", "H", "H", "H", "H", "H", "H", "H", "H", "H", "H"],
  "coordinates": [[2.044732, 0.400323, -0.024968], [0.721564, 0.000377, -0.153620], [-0.219599, -1.457530, 0.341633], [-0.983838, -0.891582, -0.844361], [-1.647774, 0.290846, -0.127056], [-0.369836, 0.616812, 0.615330], [0.190296, -0.303275, -1.433492], [2.770001, 0.071183, -0.762140], [2.418657, 0.599440, 0.975746], [1.197787, 2.028031, -0.039542], [-0.755019, -1.654262, 1.272731], [0.516958, -2.228915, 0.116399], [-1.543018, -1.495920, -1.559941], [-2.473136, -0.013286, 0.523779], [-1.974074, 1.084229, -0.806079], [0.402978, 2.194227, 0.217668], [-0.296681, 0.759310, 1.687905]],
  "forces_ev_per_a": [[0.004, -0.212, 0.020], [0.279, 0.439, 0.156], [-0.126, -0.419, 0.081], [-0.282, -0.166, -0.054], [-0.044, 0.036, -0.003], [0.099, 0.017, 0.069], [0.094, 0.048, -0.048], [-0.098, 0.045, 0.084], [-0.076, 0.021, -0.132], [-0.109, -0.008, 0.028], [0.074, 0.056, -0.152], [-0.105, 0.126, 0.011], [0.079, 0.085, 0.112], [0.126, 0.021, -0.065], [0.037, -0.117, 0.079], [0.042, -0.003, -0.011], [0.006, 0.031, -0.172]]
}



Record 3
{
  "formula": "C6H10O",
  "method": "ωB97M-V/def2-TZVPD",
  "relative_energy_kcal_mol": 74.1,
  "charge": 0,
  "orbital_gap_ev": 8.48,
  "homo_energy_ha": -0.27379,
  "total_energy_ev": -8428.0269,
  "symbols": ["C", "C", "O", "C", "C", "C", "C", "H", "H", "H", "H", "H", "H", "H", "H", "H", "H"],
  "coordinates": [[-0.127680, 1.837338, -0.716641], [-1.049817, 1.004727, -1.199645], [-0.720824, -0.309459, -1.324552], [0.414157, -0.674814, -0.508998], [0.208173, -2.087428, 0.018253], [0.648638, 0.270143, 0.682713], [-0.177709, 0.479323, 1.714443], [0.756375, 1.643348, -1.276931], [-0.232845, 2.738461, -0.130102], [-2.056619, 1.247463, -1.490851], [1.295741, -0.650900, -1.166091], [0.025148, -2.798443, -0.790912], [-0.633786, -2.093462, 0.716679], [1.098979, -2.404743, 0.573843], [1.684235, 0.594898, 0.772899], [-1.255712, 0.325338, 1.635043], [0.174292, 0.956246, 2.622431]],
  "forces_ev_per_a": [[-0.473, 0.950, -1.484], [-0.563, 0.178, 0.031], [-0.032, 0.137, -0.081], [0.086, 0.012, 0.069], [-0.064, -0.054, -0.064], [0.176, -0.752, 0.717], [0.165, -0.132, 0.015], [1.610, -0.104, 0.880], [-0.369, 0.294, -0.719], [-0.571, -0.369, 0.566], [-0.090, 0.087, 0.251], [0.009, 0.099, 0.033], [0.069, -0.050, -0.152], [-0.166, 0.073, -0.144], [-0.088, -0.146, 0.127], [0.308, -0.244, 0.077], [-0.009, 0.022, -0.122]]
}



Record 4
{
  "formula": "C6H10O",
  "method": "ωB97M-V/def2-TZVPD",
  "relative_energy_kcal_mol": 101.7,
  "charge": 0,
  "orbital_gap_ev": [8.02, 8.59],
  "homo_energy_ha": [-0.28954, -0.30225],
  "total_energy_ev": -8426.8296,
  "symbols": ["C", "C", "C", "C", "O", "C", "C", "H", "H", "H", "H", "H", "H", "H", "H", "H", "H"],
  "coordinates": [[2.011586, 0.328687, -0.043060], [1.005506, -0.759432, 0.028764], [-0.113705, -0.722607, 1.101651], [-1.025639, -0.256270, -0.070156], [-2.351370, -0.701796, -0.158976], [-0.824729, 1.253186, -0.244401], [-0.008634, -0.823922, -1.002994], [2.142903, 0.857674, -0.987979], [2.926690, 0.215065, 0.536974], [0.270095, 1.461401, -0.245513], [1.667158, -1.647546, 0.052589], [0.016158, -0.044304, 1.950814], [-0.375688, -1.733230, 1.426096], [-2.910396, -0.078142, 0.323471], [-1.280202, 1.588385, -1.179475], [-1.203194, 1.838024, 0.601016], [0.053466, -0.775171, -2.088813]],
  "forces_ev_per_a": [[0.752, 0.064, -0.258], [1.817, -0.802, 0.566], [-0.071, 0.031, 0.065], [0.308, 0.363, -0.043], [-0.130, 0.226, 0.107], [0.048, 0.439, 0.255], [-1.047, -0.272, -1.045], [-0.095, 0.001, 0.224], [-0.204, 0.100, 0.060], [-0.866, 0.094, -0.157], [-0.352, -0.131, 0.205], [-0.063, -0.096, -0.117], [0.041, 0.189, -0.013], [0.053, -0.137, -0.095], [0.064, 0.036, 0.109], [-0.281, -0.082, -0.062], [0.026, -0.024, 0.198]]
}



Record 5
{
  "formula": "C6H10O",
  "method": "ωB97M-V/def2-TZVPD",
  "relative_energy_kcal_mol": 89.8,
  "charge": 0,
  "orbital_gap_ev": 7.58,
  "homo_energy_ha": -0.28764,
  "total_energy_ev": -8427.3444,
  "symbols": ["C", "C", "C", "C", "C", "C", "O", "H", "H", "H", "H", "H", "H", "H", "H", "H", "H"],
  "coordinates": [[-1.782180, 0.073073, -0.267041], [-0.830068, 0.469607, 0.846436], [-0.253804, -0.695799, 1.647557], [1.036764, -1.208420, -1.135396], [1.722220, 0.010269, -1.054986], [1.244164, 1.131921, -0.391259], [0.207461, 1.385587, 0.351065], [-2.616405, -0.483951, 0.174047], [-1.262218, -0.574093, -0.977476], [-2.186556, 0.958378, -0.768586], [-1.344609, 1.150721, 1.530250], [-0.194275, -1.601033, 1.041201], [-0.886603, -0.869826, 2.525792], [1.656651, -1.886719, -1.752619], [2.680020, 0.227813, -1.541759], [0.754411, -0.457769, 2.005180], [1.831374, 2.050723, -0.473406]],
  "forces_ev_per_a": [[0.018, -0.003, -0.007], [-0.202, -0.115, 0.114], [0.044, -0.020, -0.010], [0.322, 0.192, -0.113], [-0.121, -0.134, 0.029], [-0.098, 0.123, 0.074], [0.252, -0.053, -0.155], [0.117, 0.086, -0.042], [-0.136, 0.091, 0.103], [0.064, -0.125, 0.074], [0.088, -0.091, -0.079], [0.007, 0.172, 0.106], [0.075, 0.014, -0.182], [-0.081, 0.068, 0.081], [-0.108, -0.058, 0.042], [-0.190, -0.022, -0.011], [-0.049, -0.124, -0.024]]
}



Record 6
{
  "formula": "C6H10O",
  "method": "ωB97M-V/def2-TZVPD",
  "relative_energy_kcal_mol": 17.2,
  "charge": 0,
  "orbital_gap_ev": 10.75,
  "homo_energy_ha": -0.35586,
  "total_energy_ev": -8430.4957,
  "symbols": ["C", "C", "C", "C", "C", "C", "O", "H", "H", "H", "H", "H", "H", "H", "H", "H", "H"],
  "coordinates": [[-2.067387, -0.291688, 0.181633], [-1.117075, 0.785748, -0.304688], [-0.007742, 1.311055, 0.580676], [0.325084, 0.462210, -0.608879], [0.937615, -0.903134, -0.390852], [2.346247, -0.801056, 0.166355], [3.009584, 0.206963, 0.188823], [-2.945150, 0.119858, 0.692958], [-1.582380, -0.981231, 0.880329], [-2.425741, -0.888020, -0.665299], [-1.589046, 1.493233, -0.989320], [0.221668, 2.364433, 0.565140], [0.058529, 0.838484, 1.559996], [0.757549, 1.018588, -1.433876], [0.984604, -1.491158, -1.322567], [0.338060, -1.500938, 0.308911], [2.755577, -1.743347, 0.590658]],
  "forces_ev_per_a": [[0.049, -0.057, -0.032], [-0.123, -0.166, -0.033], [-0.584, -0.262, 0.158], [0.183, 0.119, -0.160], [-0.036, 0.261, 0.071], [0.111, 0.137, 0.041], [-0.331, -0.424, -0.062], [0.193, 0.048, -0.094], [-0.082, 0.146, -0.048], [-0.002, 0.054, 0.111], [0.221, -0.095, 0.203], [0.094, 0.042, -0.011], [0.085, 0.121, -0.147], [-0.013, -0.119, 0.015], [0.023, 0.108, 0.197], [0.210, 0.044, -0.099], [0.002, 0.043, -0.108]]
}



Record 7
{
  "formula": "C6H10O",
  "method": "ωB97M-V/def2-TZVPD",
  "relative_energy_kcal_mol": 67.0,
  "charge": 0,
  "orbital_gap_ev": 9.73,
  "homo_energy_ha": -0.32820,
  "total_energy_ev": -8428.3333,
  "symbols": ["C", "C", "C", "C", "C", "C", "O", "H", "H", "H", "H", "H", "H", "H", "H", "H", "H"],
  "coordinates": [[1.008524, -2.136128, 0.037189], [1.088392, -0.815679, -0.074333], [-0.145923, 0.096898, -0.572337], [-1.097901, -0.421366, -1.586873], [-0.173639, 0.874785, 0.457486], [0.603425, 1.474591, 1.566062], [-1.397642, 1.937127, 0.079346], [1.894854, -2.747559, 0.133857], [0.068536, -2.662235, -0.047362], [2.047524, -0.320976, 0.011686], [-1.622453, 0.428838, -2.022923], [-0.549785, -1.018339, -2.314768], [-1.843802, -1.083529, -1.143689], [1.642888, 1.649521, 1.289251], [0.150512, 2.434658, 1.802261], [0.556374, 0.838906, 2.449769], [-2.229884, 1.470486, -0.064620]],
  "forces_ev_per_a": [[0.168, 0.146, -0.171], [-1.182, -0.308, -2.270], [4.112, -4.358, 2.721], [0.073, 0.543, 0.018], [-5.050, 5.476, -2.042], [-0.030, -0.327, -0.030], [1.576, -0.831, 1.602], [0.043, -0.010, 0.436], [-0.116, -0.037, -0.166], [0.023, 0.078, 0.037], [0.029, -0.199, -0.340], [-0.105, 0.240, -0.197], [0.024, 0.047, 0.182], [0.040, -0.165, 0.018], [-0.044, -0.062, -0.047], [0.145, 0.003, 0.052], [0.294, -0.236, 0.196]]
}



Record 8
{
  "formula": "C6H10O",
  "method": "ωB97M-V/def2-TZVPD",
  "relative_energy_kcal_mol": 102.2,
  "charge": 0,
  "orbital_gap_ev": 9.23,
  "homo_energy_ha": -0.30719,
  "total_energy_ev": -8426.8094,
  "symbols": ["C", "C", "C", "C", "C", "C", "O", "H", "H", "H", "H", "H", "H", "H", "H", "H", "H"],
  "coordinates": [[-0.997529, -1.677462, 1.168010], [-0.409956, -0.447522, 0.546066], [-1.231811, 0.592773, -0.228724], [-0.063345, 0.744649, -1.234741], [0.733860, -0.368275, -0.482398], [1.547298, 0.249890, 0.658151], [0.493826, 0.240575, 1.471851], [-1.674908, -1.408254, 1.985302], [-1.554546, -2.252580, 0.422331], [-0.197628, -2.306788, 1.571486], [-2.130581, 0.159322, -0.677948], [-1.510366, 1.476498, 0.351388], [0.426265, 1.721728, -1.263927], [-0.327265, 0.457412, -2.255040], [1.150978, -1.192628, -1.061310], [3.003672, 2.371438, -0.771809], [2.831453, 1.845364, -0.265749]],
  "forces_ev_per_a": [[-0.004, -0.023, -0.010], [-0.226, -0.175, 0.044], [-0.133, 0.033, 0.054], [0.014, 0.150, -0.137], [0.219, -0.145, -0.061], [-0.288, -0.114, 0.015], [0.176, 0.051, -0.001], [0.057, -0.033, -0.110], [0.044, 0.095, 0.087], [-0.139, 0.063, -0.053], [0.136, 0.043, 0.069], [0.039, -0.135, -0.066], [-0.064, -0.167, 0.038], [0.059, 0.032, 0.163], [-0.045, 0.123, 0.107], [0.049, 0.032, -0.019], [0.105, 0.170, -0.121]]
}



What is the formula in the second record? C6H10O